The following is a quantum chemistry calculation of C36H70N3P2ReSi2Te as an isolated structure, from OMol25.

Last column: Löwdin charge in e.
Positions of all 115 atoms, in Å:
Re1 -0.05866 0.29584 -0.33199  0.981
C1 -0.63086 0.83867 4.76994  -0.072
C2 -1.04252 0.63791 3.30678  -0.516
C3 -2.15823 1.60488 2.91795  -0.096
P1 0.33207 0.65990 2.08695  0.987
C4 1.60897 1.91868 2.51839  -0.507
C5 2.57797 1.49608 3.62346  -0.067
C6 0.97558 3.28610 2.80908  -0.094
C7 1.12000 -0.97246 2.22511  -0.361
C8 1.05394 -1.86797 3.28512  -0.019
C9 1.62140 -3.13590 3.18291  -0.225
C10 1.58774 -4.09708 4.33381  -0.014
C11 2.23783 -3.49447 1.97865  0.015
C12 2.31450 -2.62114 0.90875  -0.026
C13 1.75542 -1.35768 1.04396  -0.374
N1 1.72773 -0.36409 -0.00195  -0.153
C14 2.97262 0.19313 -0.39290  -0.265
C15 4.20130 -0.35919 -0.02689  0.034
C16 5.37454 0.24060 -0.44832  0.023
C17 5.36728 1.40322 -1.21781  -0.213
C18 6.63887 2.05631 -1.66370  -0.011
C19 4.12671 1.97348 -1.53129  -0.024
C20 2.94188 1.39505 -1.11515  -0.294
P2 1.30213 2.09245 -1.42274  1.041
C21 1.20360 2.18625 -3.28114  -0.499
C22 1.67281 3.49817 -3.91635  -0.073
C23 1.96027 1.00881 -3.92333  -0.095
C24 1.22280 3.75433 -0.62952  -0.514
C25 2.38358 4.72283 -0.85541  -0.067
C26 -0.13299 4.41645 -0.89608  -0.083
H1 -1.46651 0.55055 5.40872  0.103
H2 -0.41000 1.88211 4.98329  0.080
H3 0.22866 0.24183 5.06676  0.064
H4 -1.41892 -0.38767 3.20677  0.079
H5 -1.83374 2.64335 2.98871  0.082
H6 -3.00357 1.48569 3.59575  0.100
H7 -2.51834 1.41497 1.90684  0.032
H8 2.18399 1.99294 1.58771  0.079
H9 2.08327 1.40960 4.58892  0.077
H10 3.35084 2.25940 3.72430  0.100
H11 3.07146 0.55040 3.39988  0.078
H12 0.60369 3.33839 3.82992  0.081
H13 0.14739 3.53294 2.14059  0.061
H14 1.73073 4.06646 2.70535  0.101
H15 0.55174 -1.59565 4.20427  0.112
H16 0.88910 -3.77799 5.10432  0.089
H17 2.57712 -4.17468 4.78841  0.105
H18 1.30822 -5.09633 4.00099  0.096
H19 2.66634 -4.48454 1.88108  0.138
H20 2.77755 -2.92602 -0.02014  0.127
H21 4.25619 -1.24965 0.57934  0.115
H22 6.32060 -0.20524 -0.16998  0.136
H23 7.49898 1.41125 -1.50244  0.093
H24 6.80283 2.98161 -1.10691  0.105
H25 6.59409 2.31965 -2.72079  0.099
H26 4.11114 2.89143 -2.10486  0.115
H27 0.14071 2.08236 -3.51669  0.076
H28 2.73912 3.65942 -3.76338  0.080
H29 1.13239 4.36943 -3.55663  0.069
H30 1.51073 3.43590 -4.99339  0.104
H31 3.01746 1.24834 -4.02561  0.093
H32 1.57014 0.82369 -4.92516  0.105
H33 1.92491 0.07352 -3.35501  0.068
H34 1.23942 3.46726 0.42190  0.045
H35 2.47504 5.04698 -1.88899  0.074
H36 3.33407 4.30608 -0.52835  0.074
H37 2.20174 5.61542 -0.25459  0.100
H38 -0.26713 4.69627 -1.94054  0.081
H39 -0.20927 5.33098 -0.30762  0.102
H40 -0.96754 3.77826 -0.60050  0.046
N2 -2.01621 1.29989 -0.69603  -0.114
C27 -2.21895 1.59163 -2.13831  -0.199
C28 -1.91586 0.32658 -2.91729  -0.176
N3 -0.63373 -0.27683 -2.44306  -0.067
H41 -2.76257 0.67974 -0.38009  0.035
H42 -2.12883 2.15342 -0.15310  0.081
H43 -1.54283 2.40098 -2.40651  0.087
H44 -3.23710 1.93108 -2.33366  0.143
H45 -1.87492 0.53561 -3.98607  0.144
H46 -2.70812 -0.40333 -2.76140  0.087
H47 0.11316 -0.02768 -3.08487  0.044
H48 -0.70172 -1.29128 -2.48966  0.038
C29 -5.32239 0.78428 0.94594  -0.168
Si1 -5.12627 -1.03994 0.60268  0.436
C30 -6.43234 -2.00566 1.48995  -0.160
C31 -5.23196 -1.30159 -1.24282  -0.163
C32 -3.49039 -1.71712 1.36681  -0.513
Te1 -1.55832 -1.97684 0.45778  1.403
C33 -2.27205 -3.01596 -1.26527  -0.533
Si2 -1.08617 -4.39099 -1.87037  0.417
C34 0.54996 -3.52996 -2.24522  -0.172
C35 -1.83129 -5.09365 -3.41197  -0.163
C36 -0.92274 -5.62898 -0.49872  -0.169
H49 -6.32605 1.08114 0.63125  0.056
H50 -4.62905 1.43922 0.41253  0.009
H51 -5.24716 1.00617 2.01134  0.041
H52 -7.42143 -1.58117 1.30682  0.054
H53 -6.26845 -1.99646 2.56962  0.050
H54 -6.45467 -3.04649 1.16112  0.050
H55 -6.22513 -0.98321 -1.57047  0.058
H56 -5.12295 -2.34539 -1.53707  0.037
H57 -4.51605 -0.70697 -1.81560  0.003
H58 -3.69164 -2.76241 1.62056  0.014
H59 -3.30868 -1.21543 2.32026  -0.003
H60 -2.52898 -2.33022 -2.07329  -0.008
H61 -3.21087 -3.44628 -0.91416  0.020
H62 0.67421 -3.36781 -3.31877  0.046
H63 1.39250 -4.14176 -1.91759  0.043
H64 0.65331 -2.56296 -1.73817  -0.027
H65 -1.94161 -4.34138 -4.19579  0.041
H66 -2.81356 -5.52760 -3.21578  0.049
H67 -1.20078 -5.89143 -3.81108  0.053
H68 -0.63333 -5.16159 0.44612  0.013
H69 -0.16644 -6.37972 -0.73640  0.050
H70 -1.86443 -6.15953 -0.34269  0.050

Forces on atoms 1 to 2 (eV/Å):
0.08 -0.32 -0.51
0.00 -0.02 0.00

Calculated values
<S²> = 0.975
LUMO energy (alpha / beta) = -9.90 / -9.44 eV
highest occupied orbital energy (alpha / beta) = -16.2 / -16.4 eV
multiplicity = 2
charge = +3

=====

The following is a quantum chemistry calculation of C36H71FI2N6O9P as an isolated structure in a non-equilibrium geometry, from OMol25.

Last column: Löwdin charge in e.
Positions of all 126 atoms, in Å:
C1 2.83589 -5.09540 0.05694  -0.148
C2 2.72042 -3.77177 -0.82983  -0.685
I1 4.43749 -2.40723 -0.72460  0.762
C3 1.58880 -3.44650 -1.66841  -0.683
I2 1.76678 -1.58478 -2.81963  0.796
N1 0.43105 -4.36163 -1.73261  -0.034
C4 -0.03021 -4.63395 -3.12737  -0.152
O1 0.10105 -6.08679 -3.35967  -0.140
C5 0.76013 -6.34300 -4.60220  -0.219
C6 2.32134 -6.38775 -4.78935  0.005
C7 2.95351 -6.70246 -6.17559  -0.048
C8 2.07598 -6.97087 -7.45564  -0.057
C9 0.52271 -6.94293 -7.25970  -0.062
C10 -0.12600 -6.64258 -5.86126  0.008
C11 -0.68780 -3.87357 -0.86949  -0.204
N2 -0.82708 -2.44397 -0.72772  -0.314
C12 -0.54355 -1.89163 0.62267  -0.118
P1 -2.17569 -1.70514 -1.58929  0.888
N3 -1.89040 0.06270 -1.53668  -0.140
O2 -2.18212 -2.06152 -3.27088  -0.334
N4 -1.44070 -4.83126 -0.32198  0.100
C13 -2.56462 -4.48795 0.59664  -0.080
C14 -2.17749 -4.64249 2.16744  -0.163
N5 -1.84391 -3.63227 2.94039  0.101
C15 -1.19550 -6.30496 -0.52613  -0.305
O3 -1.95519 -6.88970 -1.33626  0.142
N6 -0.17432 -7.06825 0.20228  0.175
C16 -0.39921 -8.50768 -0.11697  -0.330
O4 -1.27788 -9.14348 0.49988  0.142
F1 0.39173 -9.15578 -1.09199  0.099
H1 3.78307 -5.65391 -0.31350  0.092
H2 3.01986 -4.85239 1.15949  0.084
H3 1.96281 -5.80921 -0.11853  0.047
H4 0.63899 -4.14979 -3.94023  0.125
H5 -1.14457 -4.40480 -3.30514  0.145
H6 3.01817 -6.21169 -3.90234  0.090
H7 4.09448 -6.75676 -6.33116  0.088
H8 2.54430 -7.17700 -8.48924  0.097
H9 -0.11164 -7.13304 -8.18799  0.087
H10 -1.27566 -6.66398 -5.83590  0.101
H11 0.12068 -0.94910 0.53357  0.104
H12 0.09045 -2.65864 1.20872  0.107
H13 -1.49511 -1.60652 1.22219  0.096
H14 -1.71611 0.37505 -2.51901  0.048
H15 -0.99307 0.25322 -1.05532  0.013
H16 -3.09521 -2.35916 -3.52528  0.069
H17 -3.40421 -5.26591 0.42388  0.155
H18 -3.03889 -3.46496 0.44020  0.105
H19 -2.24220 -5.69014 2.64372  0.128
H20 -1.67440 -3.97877 3.91245  0.068
H21 -0.35452 -6.96089 1.21402  0.144
C17 -0.13271 4.60307 1.01923  -0.074
C18 0.81303 3.79554 0.14616  -0.277
O5 0.16233 3.12518 -0.92730  -0.186
C19 -0.52488 3.94903 -1.86234  -0.280
C20 0.37516 4.95221 -2.56229  -0.076
H22 -0.91638 3.95913 1.43128  0.084
H23 0.41331 5.06570 1.84557  0.080
H24 -0.62558 5.39921 0.45941  0.058
H25 1.28148 3.02063 0.75866  0.114
H26 1.62624 4.42019 -0.23536  0.107
H27 -1.36887 4.44858 -1.37582  0.109
H28 -0.95452 3.27701 -2.61160  0.109
H29 0.82771 5.65532 -1.86070  0.069
H30 -0.19607 5.52896 -3.29389  0.081
H31 1.18944 4.43804 -3.08109  0.082
C21 -1.01650 9.25571 3.41658  -0.077
C22 -0.47971 8.72948 2.09577  -0.277
O6 -1.41192 7.92603 1.38345  -0.180
C23 -2.63370 8.55414 1.01381  -0.274
C24 -2.44535 9.76352 0.11499  -0.075
H32 -1.32861 8.42672 4.05976  0.082
H33 -0.24814 9.83454 3.93621  0.078
H34 -1.88316 9.90376 3.27548  0.064
H35 0.38758 8.09521 2.29684  0.113
H36 -0.12329 9.54739 1.46227  0.107
H37 -3.21016 8.81328 1.90794  0.107
H38 -3.21949 7.80225 0.47659  0.116
H39 -1.87077 10.55184 0.60470  0.060
H40 -3.41478 10.18136 -0.16763  0.078
H41 -1.90668 9.48315 -0.79502  0.081
C25 -4.74835 -4.17536 8.36896  -0.078
C26 -3.47234 -4.90508 7.98353  -0.278
O7 -2.73487 -4.25548 6.95434  -0.182
C27 -2.28495 -2.93532 7.23664  -0.285
C28 -1.36288 -2.85330 8.44070  -0.078
H42 -5.39737 -4.05322 7.49606  0.082
H43 -5.29052 -4.73573 9.13506  0.081
H44 -4.54483 -3.17961 8.76628  0.066
H45 -3.73540 -5.89419 7.60058  0.117
H46 -2.83555 -5.07231 8.85725  0.107
H47 -3.14031 -2.26107 7.34806  0.108
H48 -1.73922 -2.59704 6.35033  0.107
H49 -1.85880 -3.17386 9.35863  0.068
H50 -1.01879 -1.82633 8.58620  0.081
H51 -0.49048 -3.49753 8.29836  0.083
C29 8.13319 -6.96550 -3.84655  -0.079
C30 6.80487 -7.63460 -4.15897  -0.282
O8 6.58540 -7.84004 -5.54829  -0.180
C31 7.53193 -8.66073 -6.22329  -0.274
C32 7.61900 -10.07040 -5.66471  -0.079
H52 8.20536 -6.00125 -4.35948  0.084
H53 8.23237 -6.80012 -2.77029  0.077
H54 8.98107 -7.57140 -4.16979  0.067
H55 5.99532 -6.98871 -3.80840  0.107
H56 6.70281 -8.57917 -3.61601  0.106
H57 8.51422 -8.17714 -6.22890  0.107
H58 7.20853 -8.71372 -7.26682  0.120
H59 7.94517 -10.07875 -4.62286  0.065
H60 8.33004 -10.66485 -6.24365  0.080
H61 6.64091 -10.55826 -5.70504  0.083
C33 -2.43402 14.61522 3.74424  -0.080
C34 -1.89765 14.09139 2.42224  -0.280
O9 -2.82967 13.28836 1.70936  -0.177
C35 -4.05198 13.91537 1.34109  -0.279
C36 -3.86559 15.12606 0.44301  -0.080
H62 -2.74511 13.78504 4.38628  0.082
H63 -1.66583 15.19378 4.26427  0.079
H64 -3.30124 15.26278 3.60483  0.065
H65 -1.02990 13.45754 2.62189  0.116
H66 -1.54214 14.91045 1.78968  0.106
H67 -4.62842 14.17284 2.23580  0.106
H68 -4.63691 13.16342 0.80332  0.116
H69 -3.29159 15.91489 0.93293  0.066
H70 -4.83581 15.54271 0.16116  0.079
H71 -3.32710 14.84705 -0.46722  0.083

Forces on atoms 1 to 2 (eV/Å):
0.89 0.13 -0.97
-2.68 -0.03 -1.21

Calculated values
LUMO energy = -4.32 eV
highest occupied orbital energy = -10.6 eV
charge = +1

=====

The following is a quantum chemistry calculation of a 12-piece molecular cluster, C36H72BCl22N6O5 overall in a non-equilibrium geometry, from OMol25.

Last column: Löwdin charge in e.
Positions of all 142 atoms, in Å:
C1 6.24612 -1.67824 1.75677  -0.086
C2 5.83069 -1.15781 0.36447  -0.230
N1 4.37698 -1.37435 0.19576  0.031
C3 3.74784 -0.46870 -0.75903  -0.405
N2 4.73050 -0.26857 -1.86931  0.187
C4 4.75458 -1.17460 -2.70127  -0.286
O1 4.89268 -2.10135 -3.37802  0.223
C5 3.51561 0.91566 -0.12586  -0.004
C6 2.21205 1.60829 -0.57472  -0.362
C7 2.54813 3.10399 -0.78991  -0.148
O2 3.15650 3.62362 0.37328  -0.130
O3 2.56884 4.90768 0.56904  -0.062
C8 1.19255 1.56487 0.57731  -0.010
C9 -0.20087 2.05501 0.18914  -0.405
O4 -0.38601 2.71007 -0.81333  -0.003
N3 -1.30830 1.78755 1.02827  -0.150
C10 -0.91697 1.26080 2.34111  -0.113
C11 -2.25309 0.89290 0.34335  -0.042
N4 1.66836 1.11388 -1.83524  0.170
C12 1.72137 -0.23519 -2.01265  -0.308
N5 0.91376 -0.73649 -2.92459  0.271
N6 2.55003 -1.09991 -1.36021  0.181
B1 1.84913 -2.08006 -0.42701  -0.501
O5 1.65384 -1.77069 0.88649  0.138
C13 1.32742 -3.45576 -1.01018  -0.108
C14 0.32706 -4.15492 -0.04213  -0.123
H1 5.51668 -1.41684 2.52836  0.056
H2 6.45760 -2.74594 1.75043  0.071
H3 7.17181 -1.16896 2.03661  0.081
H4 6.40487 -1.73983 -0.35396  0.115
H5 6.11448 -0.10347 0.33165  0.114
H6 3.99408 -1.19957 1.11690  0.078
H7 3.54660 0.90224 0.96344  0.142
H8 4.35631 1.53956 -0.42930  0.128
H9 3.29095 3.15429 -1.60846  0.144
H10 1.68393 3.67289 -1.12147  0.107
H11 2.02819 4.77472 1.36351  -0.022
H12 1.54865 2.20894 1.38692  0.131
H13 1.12309 0.55806 1.00114  0.109
H14 -0.13297 1.86210 2.81146  -0.025
H15 -0.49526 0.24462 2.22949  0.092
H16 -1.77097 1.15431 3.00783  0.076
H17 -1.75599 -0.00646 -0.04571  0.086
H18 -3.07013 0.65409 1.02192  0.085
H19 -2.68855 1.43296 -0.49868  0.079
H20 2.00698 1.62940 -2.64287  0.091
H21 0.20490 -0.16464 -3.36365  0.106
H22 1.00864 -1.68078 -3.26501  0.133
H23 2.16922 -2.30241 1.50953  0.040
H24 2.18308 -4.13031 -1.12440  0.119
H25 0.80011 -3.32557 -1.95971  0.084
H26 -0.37148 -4.74040 -0.64602  0.068
H27 0.83075 -4.87613 0.60175  0.076
H28 -0.28363 -3.45616 0.52501  -0.001
Cl1 -2.39461 2.25572 -3.68109  0.573
C15 -1.19188 3.55875 -3.50946  -0.644
C16 -0.24981 3.63025 -4.68717  -0.605
Cl2 0.84902 2.22317 -4.76341  0.598
H29 -0.65509 3.39327 -2.57781  0.013
H30 -1.74295 4.49442 -3.42893  0.083
H31 0.37933 4.51402 -4.59702  0.080
H32 -0.78505 3.68299 -5.63166  0.071
Cl3 2.50684 -1.48489 4.85009  0.536
C17 3.10378 -3.10995 5.29718  -0.648
C18 4.21790 -3.56295 4.39414  -0.656
Cl4 3.63981 -3.88280 2.73373  0.624
H33 2.26134 -3.79658 5.27039  0.075
H34 3.46872 -3.04928 6.32045  0.060
H35 4.64628 -4.48972 4.76376  -0.003
H36 5.01100 -2.82121 4.33488  0.056
Cl5 7.32460 -5.46085 4.71223  0.545
C19 7.30371 -6.60775 6.07887  -0.639
C20 5.90064 -6.96819 6.49620  -0.629
Cl6 5.04845 -5.59553 7.25856  0.570
H37 7.86515 -6.16449 6.89828  0.065
H38 7.82642 -7.50258 5.74583  0.077
H39 5.92644 -7.76738 7.23462  0.076
H40 5.30917 -7.30338 5.64771  0.072
Cl7 -1.83028 1.13436 6.13565  0.555
C21 -0.36758 1.76365 6.93605  -0.647
C22 0.40364 2.70767 6.05028  -0.620
Cl8 1.15377 1.86267 4.66701  0.587
H41 0.24070 0.91456 7.23779  0.069
H42 -0.69566 2.29045 7.83038  0.077
H43 1.21183 3.16697 6.61661  0.078
H44 -0.23131 3.49717 5.65526  0.057
Cl9 7.46773 -2.86335 7.04599  0.523
C23 7.14787 -2.71046 8.79402  -0.665
C24 8.26507 -2.00152 9.51574  -0.665
Cl10 9.75403 -2.97785 9.56203  0.545
H45 6.98745 -3.70960 9.19220  0.057
H46 6.22351 -2.14452 8.90046  0.072
H47 7.97365 -1.81598 10.54832  0.074
H48 8.50100 -1.04952 9.04701  0.068
Cl11 -3.20972 -2.95695 -0.53155  0.551
C25 -4.14882 -2.94100 0.98733  -0.634
C26 -3.35823 -2.35852 2.12963  -0.649
Cl12 -2.00594 -3.40830 2.62443  0.581
H49 -4.46522 -3.95916 1.19779  0.072
H50 -5.03426 -2.33386 0.80644  0.075
H51 -4.00096 -2.24062 3.00071  0.079
H52 -2.94771 -1.38624 1.87116  0.028
Cl13 -0.40043 5.60589 -0.19014  0.639
C27 -1.49778 5.19950 1.15829  -0.612
C28 -1.05831 5.90474 2.41524  -0.601
Cl14 0.48962 5.22558 2.99558  0.629
H53 -1.50445 4.11840 1.28636  0.043
H54 -2.49964 5.51779 0.87539  0.084
H55 -1.78666 5.76134 3.21112  0.079
H56 -0.92982 6.97154 2.25314  0.074
Cl15 -6.34538 2.75002 -2.16706  0.542
C29 -6.03648 1.79715 -3.64501  -0.709
C30 -7.26019 1.05334 -4.10821  -0.651
Cl16 -7.70998 -0.26281 -2.98780  0.550
H57 -5.21128 1.12039 -3.43864  0.046
H58 -5.72156 2.49542 -4.41425  -0.012
H59 -7.06398 0.59465 -5.07615  0.027
H60 -8.11616 1.71616 -4.20836  0.074
Cl17 -9.31303 2.39678 2.00905  0.533
C31 -8.98993 1.46091 0.52422  -0.682
C32 -10.20626 0.71121 0.04710  -0.668
Cl18 -10.65100 -0.61975 1.14734  0.535
H61 -8.16129 0.78727 0.72643  0.063
H62 -8.67519 2.17264 -0.23690  0.041
H63 -10.00045 0.26466 -0.92448  0.044
H64 -11.06649 1.36880 -0.05013  0.070
Cl19 -6.65559 -0.30402 -7.86030  0.560
C33 -6.04250 1.07060 -8.81832  -0.655
C34 -4.70097 1.54689 -8.32715  -0.669
Cl20 -4.80652 2.31842 -6.71867  0.592
H65 -6.78500 1.86396 -8.78106  0.074
H66 -5.95160 0.72777 -9.84801  0.029
H67 -4.30345 2.29336 -9.00830  0.015
H68 -3.98731 0.72990 -8.25926  0.073
Cl21 -5.53751 -0.74138 -12.54917  0.553
C35 -4.92720 0.59463 -13.55933  -0.656
C36 -3.56992 1.06786 -13.10716  -0.643
Cl22 -3.64861 1.87955 -11.52031  0.589
H69 -5.65863 1.39825 -13.52970  0.070
H70 -4.86368 0.22199 -14.58016  0.076
H71 -3.17521 1.79236 -13.81727  0.076
H72 -2.86474 0.24479 -13.02728  0.071

Forces on atoms 1 to 2 (eV/Å):
0.40 0.44 -0.31
0.20 -0.61 1.12

Calculated values
LUMO energy = -2.14 eV
highest occupied orbital energy = -11.5 eV
charge = +1

=====

Calculated total energy across the listed records, respectively: -86675.2870; -94041.2103; -333844.9755 eV.